[1]
Below is C15H39AsCuN4O5PSTe2 as an isolated structure, with properties calculated with ωB97M-V/def2-TZVPD.

Computed properties:
LUMO = 0.151 eV
Energy relative to the best compared isomer or geometry (same formula, charge and spin) = 8.1 kcal/mol
Frontier orbital gap = 6.835 eV
Spin multiplicity = 1
DFT total energy = -6342.10075 hartree
HOMO energy = -6.68 eV

Geometry as XYZ:
```
69
Properties=species:S:1:pos:R:3:forces:R:3:mulliken_charge:R:1
Cu 1.17969 -1.90001 0.59487 0.3 0.3 -0.1 -0.0237
N -0.00911 -1.33697 2.25434 0.0 0.4 0.2 -0.1483
C -0.04554 0.15642 2.45183 0.2 -1.7 0.4 1.3768
C -0.40116 0.56560 3.89774 0.1 0.0 0.1 -1.2410
C -1.82669 1.09301 4.16775 1.1 1.1 -0.6 -0.1590
C -1.82254 2.61714 3.85328 0.4 -0.7 1.7 -1.4099
N -1.11939 2.90036 2.65857 -0.7 0.6 -2.3 -0.0639
C -1.75548 2.77494 1.49791 -0.2 0.4 0.7 0.5540
N -3.09334 2.62449 1.40140 0.3 0.5 0.5 -0.3967
N -1.03765 2.89357 0.37853 1.7 0.1 0.6 -0.3502
C 1.23761 0.84219 1.92869 -0.8 0.5 1.2 0.0223
O 1.19070 2.12287 2.07180 0.8 -0.3 -0.7 -0.9841
O 2.16260 0.17901 1.48184 0.2 -0.2 -0.3 -0.4264
H -0.96601 -1.70126 2.23732 0.2 0.4 -0.2 0.2398
H 0.41765 -1.75789 3.07117 0.2 -0.1 0.0 0.3500
H -0.84503 0.44508 1.82164 -0.7 0.5 -0.8 -0.5844
H 0.29273 1.38487 4.08735 0.2 -0.3 0.8 0.4608
H -0.27395 -0.28923 4.57734 0.5 0.3 -0.2 0.4475
H -2.05347 0.97381 5.22535 -0.4 -0.2 -0.1 0.4797
H -2.49228 0.57615 3.50253 -0.8 -0.4 0.0 -0.0110
H -1.25507 3.09250 4.65634 -0.1 0.1 0.1 0.4471
H -2.80489 3.08088 3.86906 -0.2 0.0 0.0 0.4401
H -0.04236 2.77253 2.48820 -0.4 -0.5 0.8 0.3960
H -3.61589 2.34793 2.22133 0.2 0.0 -0.3 0.2534
H -3.45779 2.29975 0.52918 -0.1 -0.3 -0.1 0.2295
H 0.00545 2.81204 0.50893 -1.4 0.0 -0.3 0.2978
H -1.44627 2.56013 -0.45630 -0.2 -0.3 -0.9 0.2346
C 3.51758 -2.73380 3.20732 -0.5 -1.0 0.1 -1.0943
Te 3.34459 -3.35438 1.13514 -0.1 0.5 -0.3 0.3229
C 4.73953 -1.78479 0.54454 -0.1 -1.7 0.3 -0.8903
H 4.40387 -3.14262 3.71426 -0.1 0.4 -0.4 0.3725
H 2.65482 -3.22243 3.70706 0.3 0.6 -0.2 0.2896
H 3.45432 -1.64700 3.20073 0.0 -0.1 0.2 0.2866
H 5.40492 -2.14043 -0.24226 -0.3 0.0 0.1 0.3364
H 5.24619 -1.76563 1.50346 0.3 0.9 -0.1 0.4157
H 4.12091 -0.96927 0.23690 0.1 0.7 0.2 0.1263
C -4.70888 -1.73955 -1.78295 -0.5 0.7 0.4 -1.0647
As -2.98014 -1.26937 -1.03727 -0.1 0.5 1.8 0.7504
C -2.12132 0.05333 -2.10465 -2.5 1.4 0.4 -0.0438
C -1.95001 -2.86627 -1.10446 -1.1 0.4 0.7 -0.6021
S -3.06481 -0.51326 1.00252 -0.4 -0.7 -1.4 -0.5417
H -5.51765 -1.64195 -1.01568 0.8 0.1 -0.7 0.2798
H -4.71280 -2.73493 -2.18817 0.2 -0.6 0.1 0.4183
H -4.84924 -1.07953 -2.63828 -0.4 0.2 0.1 0.3616
H -1.79949 -0.41083 -2.97925 0.7 -0.5 -1.6 0.2963
H -1.31415 0.43645 -1.53751 0.9 0.2 0.4 -0.8085
H -2.87640 0.86502 -2.32434 0.8 -0.8 0.1 0.4283
H -1.83238 -3.20407 -2.10655 0.6 -0.1 -0.8 0.4568
H -2.62924 -3.54752 -0.61117 0.2 -0.5 0.4 0.4865
H -1.07468 -2.60526 -0.53345 0.5 -0.5 -0.2 -0.2353
C 0.68418 -0.41378 -6.07267 0.8 -0.9 -1.1 -1.2921
C 0.69151 -1.08434 -4.76400 -0.1 -2.3 2.3 0.0953
O 1.14868 -0.24779 -3.68147 0.1 0.3 -0.1 -0.1374
P 1.70310 -0.84056 -2.25719 -0.9 0.8 0.2 -0.2948
O 0.50227 -1.09771 -1.31486 1.2 -0.1 -0.4 -0.0153
Te 3.17954 -2.61585 -2.77972 -0.1 0.1 0.4 -0.4211
O 2.44629 0.50515 -1.75396 0.4 -1.4 -0.1 -0.1714
C 1.83452 1.70539 -1.29160 0.4 -0.3 2.0 1.3932
C 2.42810 2.81111 -2.16645 -0.5 0.2 1.0 -1.3736
H 0.76428 -1.16868 -6.90428 -0.4 0.6 0.9 0.3453
H 1.62954 0.11003 -6.11602 0.0 0.7 -0.2 0.2963
H -0.18295 0.18731 -6.22333 -0.4 0.8 -0.2 0.3134
H 1.36366 -1.98541 -4.79140 -0.5 0.8 0.0 0.1725
H -0.28770 -1.45228 -4.38517 0.2 0.0 -0.8 0.0158
H 2.01198 1.72991 -0.14081 0.3 0.5 -2.2 0.0875
H 0.76607 1.59940 -1.32237 -0.8 0.1 -0.7 -0.7624
H 3.45358 2.95466 -1.80849 -0.1 0.0 -0.5 0.3402
H 1.89282 3.78581 -2.06587 0.3 -0.8 -0.2 0.3316
H 2.39247 2.40579 -3.18432 0.1 0.5 0.1 0.2989
```
Positions in Å, forces in eV/Å.

=====

[2]
Below is a 2-piece molecular cluster, C10H16N4S overall, with properties calculated with ωB97M-V/def2-TZVPD.

Computed properties:
Charge = +2
LUMO (spin up / spin down) = -9.505 / -10.180 eV
Energy relative to the best compared isomer or geometry (same formula, charge and spin) = 147.2 kcal/mol
Frontier orbital gap (spin up / spin down) = 4.347 / 3.750 eV
Spin multiplicity = 1
DFT total energy = -1007.03107 hartree
HOMO energy (spin up / spin down) = -13.85 / -13.93 eV

Geometry as XYZ:
```
31
Properties=species:S:1:pos:R:3:forces:R:3:mulliken_charge:R:1
C 6.18618 0.00037 0.27105 -2.1 -0.2 0.0 -0.6952
C 5.64080 -0.80825 -0.68683 -1.1 -0.5 -0.6 -0.4561
C 5.30229 0.67864 1.09806 0.5 1.6 1.1 -0.3461
C 4.23925 -1.01015 -0.74970 1.5 1.9 1.7 -0.4647
C 3.93030 0.62476 1.05287 0.1 -1.0 -1.9 -0.6830
C 3.38192 -0.29395 0.10398 -0.4 -0.8 0.9 0.8244
C 1.11205 -0.49574 -1.07734 2.0 -1.2 2.1 -0.1210
C -2.04551 -0.78274 0.05649 3.0 -3.9 -3.2 -0.1817
C -3.85990 -2.99854 0.25968 1.2 -0.9 1.8 -0.7889
C 1.91032 -0.71277 0.25502 -0.1 1.2 -0.8 -0.6658
N -0.08988 -0.25392 -1.06509 -1.5 -0.7 -0.8 0.1753
N -1.00439 -0.01128 -0.24504 -2.6 0.8 1.3 -0.4764
N -5.04241 2.42686 0.08954 1.2 2.0 -2.2 -0.2268
N -3.80347 2.46063 -0.46294 -2.2 0.0 -0.3 -0.0984
S -2.28575 -2.50270 -0.51494 0.3 2.2 0.6 0.1688
H 7.21426 0.10792 0.33079 1.8 0.4 0.3 0.4846
H 6.26604 -1.30764 -1.41850 0.0 -0.1 0.1 0.3800
H 5.67484 1.40998 1.81126 0.4 -0.2 -0.1 0.3133
H 3.95851 -1.70561 -1.46521 -1.1 -1.2 -1.1 0.3906
H 3.38432 1.38270 1.60693 -0.3 -0.6 0.1 0.3273
H 1.60871 -0.79385 -1.95920 0.4 0.3 -1.3 0.4636
H -2.69903 -0.56066 0.79612 -1.8 1.4 2.2 0.4964
H -3.81598 -4.06540 0.68893 0.8 1.9 0.4 0.3480
H -4.48144 -3.28141 -0.50238 -1.8 0.3 -2.4 0.3605
H -4.29821 -2.20291 0.88708 0.3 -0.7 -0.1 0.2865
H 1.75858 -1.76659 0.50651 0.3 0.0 -0.1 0.4372
H 1.40973 -0.12539 1.04060 0.2 -0.1 -0.2 0.4334
H -5.75811 2.87184 -0.55009 0.5 -1.3 0.6 0.3649
H -5.04353 2.94186 0.95335 -0.1 -0.3 1.0 0.3304
H -3.04430 2.83364 0.06032 0.8 0.0 0.9 0.2999
H -3.72563 2.55025 -1.47541 -0.2 -0.3 0.1 0.3193
```
Positions in Å, forces in eV/Å.

=====

[3]
Below is C39H59GaN6O2P2SSi2 as an isolated structure, with properties calculated with ωB97M-V/def2-TZVPD.

Computed properties:
Charge = +2
LUMO (spin up / spin down) = -4.316 / -4.321 eV
Frontier orbital gap (spin up / spin down) = 5.784 / 5.069 eV
Spin multiplicity = 1
DFT total energy = -5584.67088 hartree
HOMO energy (spin up / spin down) = -10.10 / -9.39 eV

Geometry as XYZ:
```
112
Properties=species:S:1:pos:R:3:forces:R:3:mulliken_charge:R:1
Ga 15.56258 16.42155 10.79324 0.5 -0.7 -1.3 -2.8681
N 16.29528 20.55231 12.12857 1.6 0.7 -0.4 -0.6799
C 15.09062 20.52906 11.31735 0.8 -0.5 -0.6 1.0098
C 14.89710 21.82731 10.60461 0.9 2.0 -0.2 -1.4531
C 15.91099 22.26146 9.49242 1.9 -0.7 0.8 -0.6866
C 15.35242 22.40201 8.11111 1.1 0.4 -1.9 -0.9742
N 14.48851 21.29390 7.72872 -1.1 -0.6 -0.1 0.3425
C 13.95529 21.05746 6.51991 1.1 0.6 0.5 0.7737
N 14.34835 21.80720 5.48510 2.1 1.3 3.2 -0.3189
N 13.12008 20.05646 6.33968 -1.1 -1.3 0.2 -0.2969
C 14.95816 19.26006 10.47571 0.2 -1.2 0.6 0.6000
O 14.17844 19.14123 9.52461 0.6 0.2 0.4 -0.9553
O 15.69446 18.28198 10.98633 -0.8 1.2 -0.4 0.0303
H 17.01601 21.21815 11.75031 -1.0 -1.0 0.5 0.3095
H 16.71450 19.61767 12.15128 -0.2 0.6 0.1 0.1261
H 14.28719 20.50329 12.02355 -1.0 -0.5 0.4 -0.0047
H 14.94845 22.53163 11.48362 -0.2 -0.1 -1.2 0.4375
H 13.95708 21.95918 10.08678 -0.7 -0.3 0.6 0.6537
H 16.80906 21.61934 9.34790 -0.7 -0.3 0.7 0.3103
H 16.42297 23.20487 9.73069 -0.5 0.0 0.1 0.3074
H 16.20903 22.39395 7.37338 -0.5 0.1 0.8 0.5719
H 14.94443 23.40758 8.00763 -0.9 -0.2 -0.2 0.4112
H 14.29114 20.57144 8.44744 0.0 0.3 -0.2 0.0785
H 15.08207 22.47792 5.78041 -0.9 -0.5 -1.0 0.1965
H 14.00108 21.85536 4.58672 -1.0 -0.2 -1.9 0.1755
H 12.86970 19.40473 7.08541 0.3 0.6 -0.2 0.1262
H 12.70591 19.87039 5.43881 0.2 0.1 0.1 0.2072
N 16.44526 11.82257 13.38520 2.6 0.0 1.8 -0.2451
C 16.09970 10.93346 12.44400 -2.9 1.4 -2.7 0.4130
N 16.48505 9.64762 12.42326 0.6 -0.9 0.5 -0.4174
S 15.19589 11.64238 10.95939 2.4 -0.9 0.3 -0.2748
H 17.24194 11.65401 14.04860 -1.1 0.2 -1.2 0.2774
H 15.77264 12.44959 13.73794 -0.7 0.6 0.5 0.0323
H 17.07125 9.33981 13.18542 -0.1 -0.2 -0.3 0.2094
H 16.20772 8.98478 11.72228 0.0 0.1 0.0 0.1981
C 13.14778 13.85095 12.22046 -1.9 -1.2 -0.1 -1.3927
P 13.45708 15.46421 11.28038 1.5 -1.2 -0.3 0.8054
C 12.82073 16.64856 12.45408 -0.9 -0.5 -2.1 0.2981
C 13.03556 16.53376 13.79450 -0.3 2.3 1.2 -0.4307
C 12.70367 17.64986 14.58792 1.5 0.1 1.7 -0.5364
C 11.98587 18.76628 14.13217 -0.1 -1.3 -0.4 -0.8016
C 11.63055 18.69459 12.79807 -0.4 0.1 -1.7 -0.7869
C 12.14523 17.71243 11.88777 -1.2 1.6 1.6 -0.4425
C 12.49867 15.40174 9.73295 -0.1 0.2 0.3 0.7990
C 13.08546 15.44956 8.42787 -1.1 0.1 0.7 -0.7378
C 12.28993 15.41309 7.30504 -1.6 -0.7 0.0 -0.7949
C 10.86501 15.16118 7.49604 2.3 0.8 -1.6 -0.6527
C 10.33044 15.22645 8.73845 -1.2 -0.4 1.6 -0.9944
C 11.12536 15.37714 9.90450 0.4 -0.4 -2.7 -0.4079
P 13.31181 12.07065 11.62546 -0.8 1.5 1.4 1.0190
C 11.95029 11.91784 10.47275 1.2 -1.9 -0.9 1.2191
C 12.05083 11.08823 9.32787 -1.2 1.0 0.3 -0.1465
C 10.88406 10.94112 8.55099 1.7 -1.7 -0.9 -0.7920
C 9.68326 11.39263 9.01500 -1.2 0.1 0.2 -0.3405
C 9.56916 12.01531 10.26637 1.2 -0.5 -1.9 -1.1265
C 10.72533 12.33597 10.94263 -1.1 0.3 0.3 -0.6642
C 13.08859 10.89779 12.99600 -0.4 -1.6 -1.3 0.5974
C 12.83991 9.56116 12.46554 -0.3 0.5 2.6 -0.8431
C 12.50396 8.53868 13.37497 -0.6 0.9 0.4 -0.7081
C 12.34486 8.81274 14.75986 0.2 0.6 -0.1 -0.4373
C 12.61550 10.09025 15.22900 0.8 0.6 -2.1 -0.6735
C 13.04423 11.13956 14.35225 -0.5 -0.5 0.7 -0.1582
H 12.08030 13.92521 12.62737 1.4 -0.2 -0.3 0.7493
H 13.82002 13.83635 13.04766 0.5 0.4 0.8 0.5419
H 13.52964 15.70319 14.22184 0.5 -0.6 0.4 0.4721
H 13.19616 17.71826 15.59872 -1.1 -0.4 -0.9 0.3140
H 11.60208 19.56859 14.78517 0.5 -0.6 -0.4 0.4573
H 10.87571 19.38998 12.41734 0.5 0.1 -0.1 0.3957
H 11.90129 17.76379 10.81953 0.2 0.0 0.6 0.3616
H 14.13539 15.55892 8.33647 0.9 0.2 0.0 0.2129
H 12.69674 15.53592 6.27402 -0.3 -0.3 1.1 0.4502
H 10.26718 14.98175 6.59779 0.0 0.2 0.5 0.4621
H 9.24367 15.09248 8.87044 0.6 0.1 -0.1 0.4144
H 10.67060 15.43395 10.84963 -0.5 0.0 1.1 0.7022
H 12.95845 10.56549 9.06131 0.2 0.3 -0.1 0.5156
H 10.93990 10.29448 7.62280 -0.1 1.1 1.1 0.3550
H 8.77657 11.20728 8.42194 0.4 0.1 0.3 0.4138
H 8.58621 12.24010 10.53598 -1.1 0.6 1.0 0.5384
H 10.64909 12.89056 11.85980 -0.1 0.0 0.3 0.2845
H 12.84042 9.38039 11.40975 0.0 -0.1 -0.4 0.4508
H 12.13902 7.56379 13.08694 0.4 -0.1 -0.6 0.4053
H 11.96403 8.06776 15.48548 0.3 0.4 -0.8 0.3874
H 12.48045 10.37533 16.22419 -0.1 0.0 1.5 0.4876
H 13.27736 12.13258 14.77998 -0.3 -0.6 -0.3 0.2879
C 17.12907 13.86373 8.65804 -1.3 -0.2 -0.2 -0.4393
Si 18.13971 15.24378 9.53639 -0.2 -0.2 -0.1 0.7983
C 19.87546 14.55296 9.78209 0.5 1.3 -1.7 -1.1637
C 18.14256 16.80590 8.41993 0.3 1.3 3.1 -0.8802
C 17.24972 15.47792 11.20646 0.3 0.8 0.1 2.3251
Si 18.16966 16.21961 12.73623 0.1 0.5 -1.2 0.9534
C 16.90685 17.20927 13.76118 -0.3 0.0 0.4 -0.7450
C 19.46003 17.55642 12.27044 -0.7 -1.0 0.1 -1.0452
C 19.00092 14.63784 13.33523 0.3 1.0 1.9 -1.0078
H 16.80656 14.14356 7.62223 0.5 -0.2 0.6 0.3552
H 16.13456 13.72176 9.19405 1.2 0.1 -0.4 -0.4493
H 17.61812 12.85521 8.61272 -0.3 0.9 0.1 0.4044
H 20.64509 15.38123 9.73140 -0.7 -0.9 0.4 0.2830
H 20.09609 13.91212 8.89133 -0.1 0.2 0.9 0.4239
H 19.90447 14.02132 10.71416 0.4 -0.4 0.3 0.2537
H 18.57803 16.60401 7.47833 0.6 0.0 -1.0 0.5375
H 18.57312 17.76009 8.95699 -0.2 -1.9 -1.1 0.1980
H 17.12680 17.12601 8.30627 -0.9 -0.1 -0.5 0.1090
H 17.01546 14.44691 11.52531 -0.1 0.2 -0.2 -0.5007
H 16.55330 16.72719 14.68184 0.0 -0.1 -0.2 0.4263
H 16.01343 17.50204 13.16917 0.5 -0.3 0.4 -0.1285
H 17.33668 18.16540 14.09324 0.1 -0.2 -0.1 0.3981
H 18.91487 18.23272 11.61344 0.3 0.2 -0.3 0.1699
H 20.27139 17.05041 11.75640 0.2 0.2 -0.4 0.3278
H 19.88492 18.12864 13.09334 -0.2 -0.1 0.2 0.4459
H 18.42368 13.80400 12.93630 -0.1 -0.2 0.8 0.0959
H 19.18449 14.72414 14.46941 -0.6 -0.8 -1.5 0.3865
H 19.99339 14.53814 12.91075 0.2 0.2 -0.2 0.3154
```
Positions in Å, forces in eV/Å.

=====

[4]
Below is one molecule with the formula C4H7NO2, with properties calculated with ωB97M-V/def2-TZVPD.

Computed properties:
LUMO (spin up / spin down) = -1.046 / -0.062 eV
Energy relative to the best compared isomer or geometry (same formula, charge and spin) = 117.7 kcal/mol
Frontier orbital gap (spin up / spin down) = 7.034 / 9.543 eV
Spin multiplicity = 1
DFT total energy = -361.69334 hartree
HOMO energy (spin up / spin down) = -8.08 / -9.60 eV

Geometry as XYZ:
```
14
Properties=species:S:1:pos:R:3:forces:R:3:mulliken_charge:R:1
O 0.22641 -0.70306 1.61741 0.3 -0.6 -0.2 -0.4850
C -1.03803 0.18687 -0.23215 -1.5 1.0 0.0 -0.3015
C -0.25887 1.45183 -0.12587 -0.4 -0.1 -0.1 -0.2760
O 0.90355 1.20921 0.68296 0.4 -0.4 -0.3 -0.4111
C 1.14782 -0.18233 0.63301 0.2 0.6 1.6 0.0637
N 0.98579 -0.72660 -0.63632 0.3 -0.5 -1.0 -0.4379
C -0.40991 -0.84135 -1.03012 0.3 0.0 0.0 -0.2360
H 0.24554 -1.66392 1.49703 -0.1 0.1 0.3 0.3383
H -1.89160 0.00804 0.41786 0.2 0.0 -0.2 0.2892
H 0.06712 1.74619 -1.13418 0.0 0.1 0.1 0.2212
H -0.82724 2.25634 0.34310 0.1 -0.1 -0.1 0.3100
H 2.16888 -0.33693 0.99801 -0.1 0.0 -0.2 0.3631
H -0.42976 -0.58282 -2.10109 0.0 -0.1 0.1 0.2988
H -0.88969 -1.82146 -0.92966 0.3 0.0 0.1 0.2633
```
Positions in Å, forces in eV/Å.

=====

[5]
Below is one molecule with the formula C4H6N2, with properties calculated with ωB97M-V/def2-TZVPD.

Computed properties:
SMILES string = N#CC1(N)CC1
LUMO = 0.960 eV
Energy relative to the best compared isomer or geometry (same formula, charge and spin) = 40.9 kcal/mol
Frontier orbital gap = 10.423 eV
Spin multiplicity = 1
DFT total energy = -265.47034 hartree
HOMO energy = -9.46 eV

Geometry as XYZ:
```
12
Properties=species:S:1:pos:R:3:forces:R:3:mulliken_charge:R:1
N -0.27537 -1.11300 1.10912 0.3 -1.0 0.1 -0.5415
C -0.35633 -0.16258 0.08477 3.5 2.3 -0.7 0.3163
C 0.73795 -0.15461 -1.06494 -1.4 -0.7 0.5 -0.4383
C 1.02933 0.85797 -0.05565 -1.6 -0.8 0.7 -0.6638
C -1.56152 0.57033 -0.07685 -0.8 0.4 -0.6 0.1996
N -2.55653 1.13869 -0.21092 0.3 -0.1 0.1 -0.4613
H -0.58317 -0.80209 2.01859 -0.1 0.1 -0.1 0.2513
H -0.71709 -1.99231 0.86499 0.0 0.1 0.1 0.2387
H 0.36311 0.15980 -2.03420 0.1 -0.1 0.1 0.2826
H 1.31620 -1.07351 -1.05669 0.0 0.2 -0.1 0.2685
H 1.78834 0.65988 0.69710 -0.3 -0.1 -0.1 0.2770
H 0.83954 1.90675 -0.27360 -0.1 -0.3 0.0 0.2710
```
Positions in Å, forces in eV/Å.